Record 1
# C4H3ClNO2S

A 2-piece molecular cluster, C4H3ClNO2S overall at a distorted geometry (ωB97M-V/def2-TZVPD, the OMol25 dataset).

```
12
Properties=species:S:1:pos:R:3:forces:R:3
C 1.6141 -0.0863 -0.6299 1.3895 1.5571 -2.4895
C -1.7829 -0.6428 0.0723 -0.0784 -5.0087 0.8603
C 1.9491 -0.0934 0.6488 -2.8551 -2.0738 1.6278
C -0.3477 -0.4683 0.1575 -0.3155 -0.3872 -2.3137
N 0.3303 -0.3079 -0.9475 -1.2097 0.3234 0.0038
O -2.2820 -1.7220 0.3967 0.4902 0.1973 0.9085
O -2.4737 0.1446 -0.5784 -1.1614 6.6195 -2.7116
S 0.4659 -0.7361 1.5351 3.1571 1.2233 1.4804
Cl -0.5240 2.3993 0.3296 -0.5372 0.3280 -0.2048
H 2.2288 0.3272 -1.4736 -0.2498 -0.7444 1.0563
H 2.8031 0.0643 1.1882 2.0404 0.3767 0.9361
H -1.9810 1.1214 -0.6988 -0.6701 -2.4113 0.8464
```
Forces are in eV/Å.

- gap between HOMO and LUMO (Ha) = 0.2902
- F_max (eV/Å) = 7.2
- charge = -1

---

Record 2
# C4H3ClS2

C4H3ClS2 as an isolated structure at a distorted geometry (ωB97M-V/def2-TZVPD, the OMol25 dataset).

```
10
Properties=species:S:1:pos:R:3:forces:R:3
C 0.6696 -0.4521 -0.2785 3.3494 0.7246 2.3703
C 1.3074 0.8205 0.3085 0.9514 -0.4413 1.0969
C -0.6192 -0.7684 -0.3334 3.8381 0.0109 -1.6518
C -1.5531 0.2225 -0.1480 -1.2394 1.1126 2.4522
H 2.0222 0.3717 1.3927 -2.1122 2.0164 -3.3908
H -0.7338 -1.7259 -0.7055 -1.3467 -1.9043 -0.3482
H -1.1792 1.0923 0.4235 -0.4173 0.0020 -0.9973
S 1.1518 2.3568 -0.3373 0.5198 -2.7812 1.4356
S -3.0850 -0.1957 -0.1212 -1.8803 0.2755 -0.3862
Cl 2.0192 -1.7218 -0.2009 -1.6629 0.9846 -0.5808
```
Forces are in eV/Å.

- gap between HOMO and LUMO (Ha) = 0.2673
- F_max (eV/Å) = 4.5

---

Record 3
# C4H3CuLiMgO2

C4H3CuLiMgO2 as an isolated structure at a distorted geometry (ωB97M-V/def2-TZVPD, the OMol25 dataset).

```
12
Properties=species:S:1:pos:R:3:forces:R:3
C -1.0069 -0.2981 0.0569 -0.1001 0.3617 0.1263
O -1.8230 0.2916 0.7216 0.0125 -0.3205 -0.1016
Li -3.4008 -0.3712 1.6268 -0.0156 -0.1763 0.0262
Mg 2.0464 1.7026 0.0893 -0.0637 -0.4572 0.2412
C 1.5814 -1.6020 0.0431 -2.7166 -1.2066 1.0722
C 1.4744 -0.2987 -0.2390 -0.5670 0.9092 1.5029
C 0.1318 0.3108 -0.7172 0.8956 -0.0663 -2.0775
O 0.1739 1.6989 -0.5288 -0.7850 1.0282 0.4074
Cu -1.4635 2.7947 0.2903 0.9175 -0.6425 -0.6281
H 1.1464 -1.8955 1.0682 3.2062 -0.0923 -0.3424
H -0.0328 0.0325 -1.7756 -0.3538 0.1722 0.0625
H 1.1726 -2.3655 -0.6356 -0.4301 0.4906 -0.2891
```
Forces are in eV/Å.

- spin multiplicity = 2
- gap between HOMO and LUMO (spin up / spin down) (Ha) = 0.2022 / 0.1891
- ⟨S²⟩ = 0.755
- F_max (eV/Å) = 3.2
- charge = +2

---

Asked for energy relative to the best compared isomer or geometry (same formula, charge and spin) across the records above, the calculation gives 0.5947 1.8596 2.6880 eV in order.